[1]
ORCA calculation (ωB97M-V/def2-TZVPD) on an isolated molecule of C2H3F2N in a non-equilibrium geometry.

```
8
C2H3F2N | OMol25 | ωB97M-V/def2-TZVPD
C 1.32 0.24 -0.33
C -1.30 0.22 0.19
N -0.01 -0.21 -0.09
F 2.25 -0.71 0.04
F -2.20 -0.74 -0.10
H 1.38 1.15 0.12
H -1.49 1.26 -0.02
H 0.05 -1.22 0.19
```

The energy above the lowest of the compared OMol25 structures with the same formula, charge and spin comes out at 66.1 kcal per mole. The energy comes out at -9043.7721 eV.

***

[2]
ORCA calculation (ωB97M-V/def2-TZVPD) on C30H47BO2P2Tm as an isolated structure in a non-equilibrium geometry.

```
83
C30H47BO2P2Tm | OMol25 | ωB97M-V/def2-TZVPD
Tm -0.46 -0.18 -0.53
C 0.52 0.49 -2.51
C -0.66 1.29 -2.27
C 0.89 1.75 -0.58
C 1.46 0.76 -1.45
C -0.42 2.07 -1.08
C 0.87 -0.30 -3.72
H -0.04 -0.66 -4.22
H 1.50 -1.16 -3.46
H 1.45 0.32 -4.44
C 2.89 0.36 -1.43
H 3.11 -0.34 -2.24
H 3.13 -0.13 -0.49
H 3.56 1.22 -1.53
C 1.64 2.54 0.43
H 2.55 2.98 0.01
H 1.93 1.91 1.26
H 1.00 3.33 0.82
C -1.27 3.16 -0.51
H -0.96 4.15 -0.89
H -1.19 3.19 0.58
H -2.33 3.01 -0.78
C -1.82 1.47 -3.16
H -1.68 2.33 -3.81
H -2.73 1.65 -2.58
H -1.98 0.60 -3.79
C -3.16 -5.72 0.37
C -3.58 -5.47 -0.89
C -5.02 -5.42 -1.28
C -5.94 -4.62 -0.35
C -5.32 -3.39 0.25
C -4.72 -3.42 1.46
C -4.58 -4.68 2.27
C -4.11 -5.95 1.51
H -5.40 -6.45 -1.37
H -6.37 -5.30 0.42
H -5.10 -4.97 -2.29
H -4.99 -6.56 1.20
H -2.11 -5.99 0.57
H -2.89 -5.47 -1.74
H -3.59 -6.59 2.24
H -3.87 -4.52 3.09
H -4.42 -2.50 1.96
H -5.55 -4.93 2.75
H -6.81 -4.30 -0.96
H -5.49 -2.45 -0.28
P -0.77 -2.78 0.31
P -1.07 -0.58 2.57
C -1.63 -3.24 1.82
C -1.52 -2.29 3.03
H -1.33 -4.26 2.12
H -2.67 -3.32 1.48
H -2.47 -2.25 3.57
H -0.75 -2.68 3.72
C -1.27 0.59 3.96
H -1.82 1.47 3.59
H -0.29 0.92 4.33
H -1.85 0.16 4.80
C -2.63 -0.04 1.70
H -3.47 -0.21 2.40
H -2.94 -0.55 0.76
H -2.62 1.04 1.50
C 0.43 -4.10 0.10
H 0.58 -4.28 -0.97
H 0.06 -5.01 0.60
H 1.36 -3.75 0.57
C -1.79 -2.86 -1.22
H -2.45 -1.99 -1.39
H -2.45 -3.72 -1.19
H -1.14 -2.98 -2.11
O 1.83 -1.37 1.65
B 0.84 -0.46 2.22
O 1.55 0.51 3.01
C 2.83 0.05 3.11
C 3.79 0.52 3.98
C 5.07 0.00 3.84
C 5.32 -1.06 2.96
C 4.28 -1.66 2.21
C 3.03 -1.03 2.26
H 3.49 1.24 4.72
H 5.86 0.43 4.44
H 6.34 -1.44 2.86
H 4.46 -2.57 1.63
```

The energy above the lowest of the compared OMol25 structures with the same formula, charge and spin comes out at 0.0 kcal per mole. The energy comes out at -84742.7571 eV. Its total charge is +1. Its spin multiplicity is 3. The expectation value of S² is 2.02.

***

[3]
ORCA calculation (ωB97M-V/def2-TZVPD) on an isolated molecule of C5H10O in a non-equilibrium geometry.

```
16
C5H10O | OMol25 | ωB97M-V/def2-TZVPD
C -1.84 -0.41 0.76
O -0.74 0.49 0.85
C 0.44 0.19 -0.02
C 1.28 -0.67 0.89
C 0.17 0.12 -1.49
C 0.86 1.33 -0.90
H -2.40 -0.48 1.71
H -2.53 -0.02 0.01
H -1.54 -1.43 0.49
H 1.40 -1.72 0.61
H 2.23 -0.24 1.23
H 0.49 -0.51 1.65
H 0.73 -0.54 -2.15
H -0.87 0.24 -1.75
H 0.28 2.24 -0.78
H 1.91 1.50 -1.16
```

As for the SMILES: COC1(C)CC1. The energy above the lowest of the compared OMol25 structures with the same formula, charge and spin comes out at 57.1 kcal per mole. The energy comes out at -7392.2898 eV.

***

[4]
ORCA calculation (ωB97M-V/def2-TZVPD) on C39H31N6O4Y as an isolated structure.

```
81
C39H31N6O4Y | OMol25 | ωB97M-V/def2-TZVPD
Y -0.84 1.42 -1.68
C -4.94 -0.58 -0.27
O -5.26 0.75 -0.79
C -4.16 1.21 -1.34
N -3.14 0.44 -1.44
C -3.49 -0.83 -0.78
C -2.45 -1.10 0.28
C -2.10 -2.40 0.60
C -1.11 -2.66 1.54
C -0.46 -1.61 2.17
C -0.80 -0.30 1.86
C -1.79 -0.05 0.92
C -4.08 2.65 -1.65
C -5.17 3.51 -1.73
C -4.92 4.86 -1.87
C -3.61 5.33 -1.88
C -2.59 4.39 -1.78
N -2.82 3.08 -1.70
C -1.16 4.71 -1.65
N -0.29 3.76 -1.63
C 0.99 4.35 -1.21
C 0.69 5.87 -1.28
O -0.76 5.94 -1.45
C 1.34 3.82 0.16
C 2.66 3.53 0.48
C 3.00 3.06 1.74
C 2.01 2.88 2.70
C 0.69 3.18 2.40
C 0.36 3.64 1.13
H -5.66 -1.28 -0.67
H -5.01 -0.53 0.81
H -3.49 -1.64 -1.51
H -2.59 -3.23 0.10
H -0.85 -3.68 1.78
H 0.30 -1.81 2.91
H -0.30 0.52 2.36
H -2.13 0.98 0.78
H -6.17 3.11 -1.67
H -5.74 5.56 -1.95
H -3.38 6.38 -1.94
H 1.77 4.07 -1.91
H 1.14 6.36 -2.14
H 0.94 6.41 -0.37
H 3.43 3.67 -0.27
H 4.03 2.84 1.97
H 2.28 2.53 3.69
H -0.07 3.08 3.16
H -0.68 3.92 0.93
C 0.76 -5.57 4.30
O 1.29 -4.34 3.83
C 2.00 -4.35 2.67
C 2.65 -3.16 2.35
C 3.35 -3.04 1.17
C 3.43 -4.12 0.30
C 2.85 -5.33 0.66
C 2.10 -5.45 1.82
N 4.19 -4.15 -0.91
N 4.24 -3.23 -1.72
C 3.45 -2.03 -1.65
C 4.07 -0.81 -1.57
C 3.33 0.39 -1.64
C 1.97 0.37 -1.83
O 1.20 1.47 -1.92
C 1.32 -0.89 -1.96
N -0.04 -0.85 -2.18
C -0.65 -2.00 -2.39
C -0.01 -3.24 -2.37
C 1.34 -3.29 -2.11
C 2.05 -2.09 -1.88
H 0.30 -5.36 5.25
H 1.55 -6.32 4.43
H 0.00 -5.96 3.61
H 2.62 -2.34 3.06
H 3.88 -2.12 0.96
H 2.99 -6.18 0.01
H 1.64 -6.39 2.07
H 5.14 -0.77 -1.45
H 3.83 1.34 -1.57
H -1.71 -1.96 -2.62
H -0.57 -4.14 -2.58
H 1.86 -4.24 -2.09
```

The energy above the lowest of the compared OMol25 structures with the same formula, charge and spin comes out at 4.4 kcal per mole. The energy comes out at -59109.2480 eV. Its total charge is +2.

***

What is the formula in the second record?
C30H47BO2P2Tm

***

Among the records above, which one has the highest energy?
C5H10O

***

Among the records above, which one has the lowest energy?
C30H47BO2P2Tm

***

Among the records above, which one has the lowest energy above the lowest of the compared OMol25 structures with the same formula, charge and spin?
C30H47BO2P2Tm